Entry 1:
{"formula": "C34H91BF4N13O14Zn", "method": "ωB97M-V with the def2-TZVPD basis set", "multiplicity": 1, "charge": 1, "e_tot_ev": -144735.3407, "lumo_ev": -1.9, "e_above_lowest_kcal_mol": 0.00, "species": ["Zn", "B", "F", "F", "F", "F", "C", "O", "N", "N", "H", "H", "H", "H", "C", "O", "N", "N", "H", "H", "H", "H", "C", "O", "N", "N", "H", "H", "H", "H", "C", "O", "N", "N", "H", "H", "H", "H", "C", "O", "C", "C", "N", "C", "C", "O", "C", "H", "H", "H", "H", "H", "H", "H", "H", "H", "H", "H", "H", "H", "H", "H", "C", "O", "C", "C", "N", "C", "C", "O", "C", "H", "H", "H", "H", "H", "H", "H", "H", "H", "H", "H", "H", "H", "H", "H", "C", "O", "C", "C", "N", "C", "C", "O", "C", "H", "H", "H", "H", "H", "H", "H", "H", "H", "H", "H", "H", "H", "H", "H", "C", "O", "C", "C", "N", "C", "C", "O", "C", "H", "H", "H", "H", "H", "H", "H", "H", "H", "H", "H", "H", "H", "H", "H", "C", "O", "C", "C", "N", "C", "C", "O", "C", "H", "H", "H", "H", "H", "H", "H", "H", "H", "H", "H", "H", "H", "H", "H"], "positions_angstrom": [[2.194, -1.360, 2.899], [0.030, -0.363, 0.599], [-1.142, -0.866, 1.186], [1.132, -0.979, 1.271], [-0.010, -0.591, -0.753], [0.060, 1.004, 0.840], [-0.031, 0.609, 4.316], [0.802, -0.143, 3.776], [-0.724, 1.492, 3.573], [-0.181, 0.703, 5.647], [-0.546, 1.554, 2.580], [-1.409, 2.057, 4.040], [-0.783, 1.370, 6.089], [0.251, -0.066, 6.147], [0.016, -3.583, 3.309], [1.114, -2.974, 3.241], [-0.084, -4.794, 3.880], [-1.140, -3.007, 2.966], [-0.964, -5.242, 4.100], [0.759, -5.339, 3.939], [-1.053, -2.098, 2.537], [-2.006, -3.526, 3.125], [4.041, -2.590, 0.604], [3.336, -2.561, 1.638], [3.631, -2.718, -0.665], [5.394, -2.648, 0.783], [4.475, -2.887, -1.186], [2.767, -3.232, -0.923], [6.078, -2.625, 0.047], [5.767, -2.674, 1.713], [0.467, -4.927, -1.383], [1.585, -4.416, -1.270], [-0.639, -4.502, -0.726], [0.188, -5.942, -2.241], [-0.506, -3.626, -0.257], [-1.541, -4.770, -1.066], [-0.743, -6.290, -2.346], [0.944, -6.361, -2.754], [7.398, 2.549, -2.918], [6.417, 1.522, -2.943], [5.475, 1.734, -1.879], [4.416, 0.649, -2.094], [3.473, 0.982, -3.139], [2.447, -0.011, -3.412], [1.718, 0.356, -4.692], [0.499, -0.293, -5.018], [-0.546, 0.003, -4.093], [7.840, 2.491, -3.919], [8.274, 2.265, -2.325], [7.069, 3.575, -2.764], [5.021, 2.721, -2.004], [6.082, 1.626, -0.974], [3.963, 0.455, -1.119], [4.939, -0.284, -2.342], [3.900, 1.423, -3.938], [1.735, -0.165, -2.595], [2.834, -1.034, -3.515], [2.389, 0.186, -5.540], [1.547, 1.430, -4.850], [-0.441, -0.433, -3.099], [-1.527, -0.313, -4.447], [-0.587, 1.096, -4.088], [-4.448, -0.410, -0.388], [-4.167, 0.894, -0.831], [-2.784, 1.047, -1.123], [-2.602, 2.223, -2.022], [-3.126, 1.934, -3.364], [-2.938, 2.998, -4.358], [-3.492, 4.365, -3.915], [-4.908, 4.114, -3.763], [-5.531, 5.190, -3.091], [-3.755, -0.791, 0.370], [-4.442, -1.149, -1.201], [-5.452, -0.449, 0.033], [-2.282, 0.205, -1.608], [-2.299, 1.190, -0.151], [-1.517, 2.388, -2.094], [-2.878, 3.212, -1.639], [-4.127, 1.803, -3.255], [-3.423, 2.701, -5.286], [-1.861, 2.982, -4.547], [-3.507, 5.108, -4.719], [-3.000, 4.822, -3.054], [-5.181, 5.220, -2.053], [-6.593, 4.953, -3.026], [-5.407, 6.165, -3.569], [-1.017, 6.392, -7.462], [-0.760, 6.883, -6.164], [0.590, 7.310, -5.941], [0.703, 7.620, -4.445], [0.370, 6.446, -3.648], [1.412, 5.390, -3.715], [1.071, 4.350, -2.649], [1.374, 4.860, -1.361], [0.680, 4.200, -0.314], [-2.090, 6.237, -7.554], [-0.521, 5.422, -7.575], [-0.684, 7.040, -8.277], [0.673, 8.246, -6.502], [1.358, 6.601, -6.255], [-0.039, 8.361, -4.141], [1.704, 7.946, -4.163], [-0.514, 6.077, -3.977], [2.387, 5.837, -3.526], [1.436, 4.901, -4.694], [1.696, 3.481, -2.894], [0.029, 4.018, -2.614], [0.790, 3.120, -0.434], [-0.389, 4.406, -0.466], [0.827, 4.558, 0.702], [0.147, -2.741, 6.657], [1.082, -1.772, 6.214], [2.382, -1.906, 6.691], [3.359, -1.065, 5.890], [3.508, -1.508, 4.470], [4.620, -0.700, 3.924], [4.140, 0.663, 3.328], [3.328, 0.306, 2.233], [3.152, 1.433, 1.355], [-0.148, -2.479, 7.675], [0.473, -3.782, 6.592], [-0.722, -2.745, 5.999], [2.674, -2.965, 6.646], [2.439, -1.651, 7.758], [4.266, -0.933, 6.493], [3.073, -0.010, 5.958], [3.877, -2.445, 4.616], [5.062, -1.240, 3.090], [5.329, -0.400, 4.699], [5.033, 1.245, 3.095], [3.498, 1.224, 4.018], [4.080, 1.910, 1.028], [2.453, 2.166, 1.752], [2.811, 1.003, 0.414], [-7.112, -2.695, 0.860], [-5.791, -2.893, 1.322], [-5.048, -3.823, 0.511], [-3.652, -3.976, 1.163], [-3.815, -4.196, 2.614], [-4.122, -5.572, 2.976], [-3.953, -5.867, 4.449], [-2.596, -6.258, 4.681], [-2.426, -7.092, 5.819], [-7.608, -1.981, 1.511], [-7.674, -3.637, 0.903], [-7.184, -2.437, -0.200], [-5.085, -3.534, -0.541], [-5.628, -4.743, 0.652], [-3.214, -2.977, 1.094], [-2.981, -4.730, 0.756], [-4.557, -3.540, 2.836], [-3.625, -6.314, 2.351], [-5.178, -5.691, 2.688], [-4.596, -6.707, 4.724], [-4.132, -5.006, 5.097], [-1.374, -7.366, 5.825], [-3.038, -7.994, 5.722], [-2.761, -6.616, 6.743]], "forces_ev_per_a": [[-0.88, -0.47, -0.04], [-0.92, 0.33, 0.09], [-0.29, -0.35, 0.22], [-0.24, 0.02, -1.49], [0.60, -0.47, -0.16], [0.39, 0.71, 0.23], [0.66, 1.03, -1.13], [-0.37, 0.19, 0.66], [-0.18, -0.08, 0.40], [0.36, -0.84, 0.36], [-0.14, -0.12, -0.09], [-0.12, 0.17, -0.39], [-0.10, -0.06, -0.01], [-0.12, 0.16, 0.24], [-0.08, 1.43, 0.63], [-0.44, -1.53, -0.02], [0.71, -0.84, 0.18], [0.70, -0.40, 0.31], [-0.15, -0.02, -0.26], [-0.04, 0.07, 0.12], [-0.52, 0.17, -0.10], [-0.29, 0.46, -0.52], [-0.26, -0.98, 1.35], [0.25, 0.09, -0.71], [0.51, 0.28, 0.27], [0.63, 0.43, 0.05], [-0.63, -0.22, -1.03], [0.30, 0.41, 0.34], [-0.18, -0.04, -0.15], [-0.20, 0.07, 0.03], [0.05, 0.16, -0.89], [-0.69, -0.65, 0.10], [0.50, 0.31, 0.63], [0.77, -0.17, -0.07], [-0.40, 0.33, 0.19], [-0.15, 0.24, 0.06], [-0.01, -0.20, -0.08], [-0.11, 0.02, -0.03], [1.30, -1.13, -1.81], [-0.26, 1.33, 0.49], [0.25, -1.16, -1.47], [0.55, -0.03, 0.33], [-0.67, 0.30, 1.17], [-0.30, -0.38, -0.11], [-0.14, 0.56, -1.54], [0.20, -1.06, 0.71], [-0.01, 0.78, -0.52], [-0.17, 0.40, -0.09], [-0.38, 0.24, 0.79], [-0.36, -0.15, 0.35], [0.03, 0.09, 0.40], [-0.64, 0.10, 0.47], [-0.60, 0.05, -0.28], [0.28, -0.10, 0.07], [0.10, -0.36, -0.18], [0.08, 0.76, 0.26], [0.43, -0.03, -0.32], [0.00, -0.58, 0.00], [-0.06, 0.31, 0.99], [0.43, 0.17, 0.04], [0.28, -0.24, -0.52], [-0.24, 0.08, 0.72], [-0.45, -0.48, 0.05], [-0.03, -0.82, -0.36], [-0.05, 0.68, 0.83], [1.21, 0.81, -1.01], [-0.66, 0.16, 0.29], [0.63, -0.03, 0.86], [-1.16, -0.53, -1.55], [0.64, 0.50, 0.76], [-0.52, -0.67, 0.54], [0.15, 0.34, 0.10], [0.16, 0.16, -0.24], [0.02, 0.28, 0.06], [-0.57, -0.35, 0.00], [0.34, 0.12, -0.17], [0.15, -0.41, -0.28], [-0.84, -0.29, 0.45], [-0.02, -0.10, 0.00], [-0.12, 0.00, 0.04], [0.05, 0.62, -0.17], [0.90, 0.01, -0.15], [-0.22, -0.25, 0.32], [0.18, 0.31, -0.01], [-0.02, 0.09, -0.21], [0.19, -0.04, -0.15], [0.19, -0.53, 0.21], [0.37, -0.13, 0.10], [-0.90, 1.30, 0.14], [-0.76, -0.84, 0.05], [1.19, -0.26, 0.17], [-2.00, 0.31, 0.64], [0.88, -0.17, 0.16], [0.74, 0.41, 0.74], [-1.36, -0.21, -1.38], [-0.01, 0.07, 0.06], [0.01, -0.06, -0.21], [0.07, 0.27, 0.16], [0.58, -0.02, -0.17], [-0.18, -0.26, -0.19], [0.23, 0.36, -0.38], [-0.01, 0.17, -0.15], [0.02, -0.07, -0.05], [0.02, -0.04, 0.16], [0.14, -0.17, -0.07], [-0.06, -0.32, 0.42], [-0.18, 0.21, -0.63], [0.20, -0.14, 0.51], [-0.21, -0.18, -0.05], [1.03, 0.18, -0.21], [-0.29, -0.02, 0.15], [-0.48, -0.06, -0.67], [0.45, -0.69, 0.31], [-1.37, 1.10, 0.73], [1.68, 0.66, 2.06], [-0.04, 1.66, -0.41], [-0.32, -1.65, 1.13], [1.17, 1.44, -0.64], [-0.49, -0.68, -1.22], [-0.16, -0.33, 0.11], [0.65, 0.15, 0.19], [0.00, 0.58, -0.02], [0.10, -0.04, -0.14], [0.09, 0.24, -0.03], [0.61, -1.07, -0.55], [-0.74, -0.10, -0.64], [-0.22, -0.26, -0.73], [0.27, 0.03, 0.20], [0.32, -0.59, -0.04], [-0.15, 0.05, -0.44], [0.32, 0.08, 0.25], [0.37, -0.08, 0.79], [-0.05, -0.10, 0.06], [-0.70, 0.17, 0.25], [-0.29, -0.98, -0.11], [0.66, 0.53, -0.53], [-0.82, -0.77, 1.03], [-0.94, 1.23, 0.58], [1.51, 0.08, -0.61], [-1.99, 0.64, -0.33], [0.77, -0.46, -0.01], [0.15, -0.08, -0.01], [-0.41, -0.01, -0.40], [0.15, 0.19, -0.14], [-0.01, -0.11, 0.31], [0.34, 0.58, 0.06], [0.35, 0.09, -0.02], [0.27, -0.42, -0.57], [0.44, -0.17, -0.33], [-0.22, 0.01, -0.27], [-0.14, -0.37, 0.63], [0.57, 0.25, 0.17], [-0.15, -0.57, 0.48], [-0.14, 0.10, 0.09], [-0.49, 0.08, -0.18], [-0.01, 0.01, 0.34], [0.10, -0.13, -0.14], [0.33, 0.24, 0.06]]}

---

Entry 2:
{"formula": "C18H36O36S9", "method": "ωB97M-V with the def2-TZVPD basis set", "multiplicity": 1, "e_tot_ev": -190460.3334, "lumo_ev": 0.0, "e_above_lowest_kcal_mol": 195.62, "species": ["C", "C", "O", "S", "O", "O", "O", "H", "H", "H", "H", "C", "C", "O", "S", "O", "O", "O", "H", "H", "H", "H", "C", "C", "O", "S", "O", "O", "O", "H", "H", "H", "H", "C", "C", "O", "S", "O", "O", "O", "H", "H", "H", "H", "C", "C", "O", "S", "O", "O", "O", "H", "H", "H", "H", "C", "C", "O", "S", "O", "O", "O", "H", "H", "H", "H", "C", "C", "O", "S", "O", "O", "O", "H", "H", "H", "H", "C", "C", "O", "S", "O", "O", "O", "H", "H", "H", "H", "C", "C", "O", "S", "O", "O", "O", "H", "H", "H", "H"], "positions_angstrom": [[-12.537, -1.573, -6.549], [-11.536, -0.502, -6.914], [-10.230, -1.183, -6.826], [-10.235, -2.598, -5.879], [-9.413, -2.300, -4.694], [-10.039, -3.773, -6.716], [-11.852, -2.295, -5.565], [-12.542, -2.218, -7.428], [-13.532, -1.193, -6.318], [-11.536, 0.284, -6.159], [-11.690, -0.079, -7.907], [4.940, 11.045, 3.035], [3.911, 10.752, 4.046], [2.948, 9.828, 3.540], [3.566, 9.117, 2.177], [2.911, 9.738, 1.025], [3.581, 7.650, 2.185], [5.084, 9.834, 2.458], [5.804, 11.494, 3.525], [4.656, 11.778, 2.279], [3.365, 11.680, 4.215], [4.432, 10.413, 4.942], [-0.017, -0.203, 0.150], [0.365, 0.845, -0.781], [-0.754, 1.161, -1.549], [-2.098, 0.109, -1.368], [-2.500, -0.462, -2.678], [-3.055, 0.845, -0.522], [-1.124, -0.888, -0.487], [-0.543, 0.134, 1.043], [0.764, -0.884, 0.489], [1.141, 0.600, -1.506], [0.909, 1.676, -0.331], [1.983, 4.093, 7.923], [1.309, 3.268, 6.802], [1.952, 1.999, 6.662], [2.920, 1.720, 7.964], [4.249, 1.923, 7.377], [2.638, 0.420, 8.556], [2.364, 3.111, 8.788], [1.192, 4.635, 8.441], [2.756, 4.786, 7.590], [1.373, 3.861, 5.890], [0.268, 2.998, 6.981], [-4.454, -2.402, 9.583], [-3.980, -1.014, 9.726], [-3.789, -0.459, 8.468], [-4.711, -1.259, 7.378], [-3.968, -2.111, 6.427], [-5.700, -0.344, 6.797], [-5.376, -2.228, 8.526], [-5.097, -2.695, 10.413], [-3.687, -3.112, 9.273], [-3.138, -1.031, 10.418], [-4.766, -0.383, 10.143], [4.499, -2.763, -7.038], [4.142, -2.063, -5.748], [5.255, -2.289, -4.803], [6.545, -3.117, -5.590], [6.947, -4.257, -4.762], [7.533, -2.126, -6.059], [5.596, -3.597, -6.795], [4.846, -2.116, -7.844], [3.645, -3.309, -7.439], [3.193, -2.352, -5.296], [4.069, -0.998, -5.966], [8.862, 1.898, -0.996], [8.321, 2.644, 0.252], [9.527, 3.112, 0.820], [10.540, 3.679, -0.334], [11.950, 3.491, 0.045], [10.172, 5.047, -0.775], [10.110, 2.430, -1.414], [8.238, 1.859, -1.889], [8.921, 0.842, -0.734], [7.760, 2.013, 0.940], [7.539, 3.383, 0.078], [-1.372, -7.367, 3.264], [-1.451, -8.176, 4.562], [-0.801, -7.298, 5.484], [0.567, -6.615, 4.935], [1.727, -7.382, 5.207], [0.523, -5.169, 5.147], [0.027, -6.946, 3.376], [-2.057, -6.521, 3.207], [-1.620, -7.977, 2.396], [-0.797, -9.048, 4.598], [-2.427, -8.433, 4.972], [-4.249, -2.425, -10.226], [-2.745, -2.331, -10.332], [-2.237, -3.539, -10.018], [-3.407, -4.655, -9.753], [-3.635, -4.635, -8.301], [-3.119, -5.926, -10.422], [-4.530, -3.732, -10.532], [-4.861, -1.874, -10.940], [-4.489, -2.174, -9.193], [-2.222, -1.576, -9.745], [-2.515, -2.217, -11.391]], "forces_ev_per_a": [[1.58, -0.17, -2.26], [0.83, -0.09, 0.88], [0.02, -1.09, 0.02], [-0.55, 3.18, -0.46], [-2.24, -1.31, -2.72], [-0.46, 2.08, 1.71], [0.90, -1.94, 2.36], [-0.82, -0.18, -0.17], [0.28, -0.38, 0.69], [0.13, 0.12, -0.06], [0.31, -0.22, 0.01], [-0.68, 2.19, -0.29], [-1.24, 1.85, 1.46], [0.91, -1.28, -1.17], [-0.71, 0.29, -1.15], [1.48, -0.80, 2.16], [0.65, 3.34, 0.84], [0.22, -4.33, -2.39], [0.50, -0.82, -0.12], [-0.41, 0.16, -0.06], [-0.14, -0.15, 0.60], [-0.57, -0.45, 0.13], [-1.96, -0.87, 1.78], [2.01, 0.75, -1.58], [-2.75, 0.39, -0.87], [1.39, 1.64, 0.10], [1.33, 1.34, 3.91], [1.95, -2.17, -1.98], [-1.41, -1.10, -1.51], [0.68, 0.74, 0.30], [-0.20, -0.27, -0.59], [0.04, -1.08, -0.13], [-1.08, 0.63, 0.58], [-1.94, -0.09, -1.33], [-0.55, 0.70, -0.87], [0.54, 0.10, 1.41], [1.40, -0.10, -2.80], [-1.96, 0.04, 2.08], [-0.14, 3.04, -0.20], [2.24, -3.70, 1.75], [0.12, 0.30, -0.07], [0.29, -0.36, -0.01], [0.05, -0.50, -0.32], [-0.07, 0.57, 0.34], [-0.93, -0.21, -0.41], [-0.14, 0.72, 2.66], [0.70, -0.48, -2.45], [-0.93, -0.71, -2.35], [-1.07, 2.11, 2.64], [2.00, -1.82, 1.77], [-0.74, 0.46, -2.41], [0.61, -0.32, 0.18], [0.04, -0.14, 0.36], [0.55, 0.67, -0.62], [-0.09, -0.27, 0.62], [-0.24, 0.47, -1.08], [0.99, 0.93, 0.74], [0.77, -0.89, -1.58], [-0.09, 1.19, 1.24], [-0.88, 2.49, -1.98], [-2.33, -2.36, 1.03], [1.32, -1.55, 0.81], [-0.34, 0.58, 0.22], [0.30, -0.49, 0.17], [0.35, -0.47, 0.14], [0.13, 0.10, 0.30], [-1.42, -1.13, -0.53], [-0.58, -0.39, -1.09], [0.95, 1.28, 0.15], [1.82, 0.88, -0.57], [-3.52, -0.02, -0.60], [0.13, -3.78, 0.81], [0.55, 2.22, 1.76], [-0.41, 0.64, 0.20], [0.86, -0.03, 0.18], [0.91, -0.56, 0.22], [0.71, 0.87, -0.52], [0.61, -0.57, 1.33], [0.55, 0.31, 0.14], [0.81, 1.26, 2.11], [-3.57, 1.27, -2.33], [-0.23, 0.11, 0.01], [0.20, -2.97, -0.05], [0.76, 0.50, -0.53], [0.23, 0.23, 0.49], [1.00, -0.04, -0.19], [-0.38, -0.41, -0.85], [0.03, 0.32, -0.13], [-0.23, 1.96, 1.04], [0.01, 2.50, -2.41], [0.62, -4.20, 1.17], [0.60, -0.89, 1.60], [0.01, -0.17, -3.00], [-0.88, 3.21, 1.03], [0.34, -3.67, 0.44], [0.50, 0.52, 0.20], [-0.68, -0.10, 0.05], [-0.51, 0.19, 0.05], [0.22, 0.67, -0.18]]}

---

One value per record, in order, for Kohn-Sham gap: 7.745; 10.969 eV.
One value per record, in order, for max |F|: 2.7; 5.0 eV Å⁻¹.